*1*
A single C18H26N2O5 molecule, computed with ωB97M-V with the def2-TZVPD basis set.

```
! RIJCOSX wB97M-V def2-TZVPD def2/J DEFGRID3
* xyz 0 1
H 1.38797 2.93696 -4.08414
H 0.78136 -3.25589 -2.51418
H 0.90792 0.29207 -0.53665
C 0.53800 -2.75213 -0.05141
H 1.96811 3.97644 -2.75289
H 2.83271 -0.12167 -2.80157
N -0.36653 -0.91395 4.40414
H 0.94773 -3.61988 1.86464
C -0.01786 -1.97335 3.64619
H -0.38141 3.73546 -2.74786
C 2.67746 -2.27327 -2.93990
N -0.25104 -0.47462 1.61033
C -2.07298 1.88809 -0.49772
H -0.08855 1.52346 2.11419
O -2.67729 3.85120 -1.81302
H 4.36642 -0.94246 -3.12502
O 0.37711 -3.00842 4.14473
O -0.52493 -3.13169 -0.47525
H -0.42574 1.15633 4.59341
C -1.40476 -0.16018 0.79047
C 0.14498 1.00987 -0.78601
C 0.88959 -2.62870 1.41154
C -1.09583 0.94876 -0.18281
C -0.21109 -1.82917 2.13641
H -3.03655 1.82314 -0.01757
H 2.49571 -2.30849 -4.01550
H 3.05448 2.76548 -3.47772
H 0.71339 -1.47932 -2.47884
H -1.65727 -1.05319 0.21182
C 0.42538 2.01092 -1.71726
H -2.29151 0.10954 1.39011
C 1.33150 -2.35097 -2.23352
C -0.69458 0.38481 3.86930
H -3.95152 3.98688 -0.17986
C -1.79959 2.88211 -1.42520
H 1.16304 0.46192 2.79293
H 1.85091 -2.12699 1.50989
C -3.97242 3.84263 -1.26512
H -4.50169 2.91314 -1.49818
C 2.02430 2.97662 -3.19426
H -0.27069 -1.03194 5.40202
H -1.77131 0.45907 3.66725
C 0.09495 0.54780 2.56509
O 1.67373 1.98122 -2.26351
H 3.65296 -0.99293 -1.51074
H -1.16441 -2.33738 1.92928
O 1.54825 -2.36075 -0.82103
C -0.54618 2.94499 -2.03516
C 3.43074 -1.00019 -2.57416
H 3.27326 -3.14555 -2.66524
H -4.49383 4.67905 -1.72806
*
```

Output
* gap between HOMO and LUMO: 0.33150 Ha
* structure (SMILES): CCCOC(=O)C[C@H]1C(=O)NCCN1Cc1cc(OC)cc(OC)c1

*2*
A single C18H26N2O5 molecule, computed with ωB97M-V with the def2-TZVPD basis set.

```
! RIJCOSX wB97M-V def2-TZVPD def2/J DEFGRID3
* xyz 0 1
H -1.63874 4.12201 -2.35794
H -3.43777 -2.30769 1.90107
N -1.54126 3.50985 -1.56177
C 4.72415 2.02794 1.38688
H -1.48986 -3.00578 -1.24186
C -0.18330 2.98777 0.33899
H -1.05903 -2.82327 1.25923
O -2.03405 1.76584 -2.87695
O -2.96119 -1.33867 0.14784
C -3.14884 0.97988 -0.20155
C 2.96027 -3.00233 -2.09263
H -1.02891 0.01766 1.61859
C -1.67160 1.27649 -0.56241
H -1.93231 4.24100 0.36424
H 4.15830 -1.07075 -0.89111
C 0.94360 0.24021 0.79812
C 0.87819 -0.86721 -0.02427
N -0.98011 1.81245 0.59751
H -0.06771 1.29554 2.36881
H 2.21136 1.71858 1.67565
H 4.14656 2.88886 1.03392
H 2.58158 -3.85460 -2.65468
C 2.16967 0.86677 1.01576
O 4.56127 0.91445 0.54418
H -0.04931 -1.38582 -0.19703
C -3.33046 -0.19570 0.73090
O -3.78788 -0.11886 1.84200
H -3.67932 0.75372 -1.12858
C -1.74346 2.19798 -1.78015
C -3.15310 -2.55635 0.87324
H -3.97846 -3.09076 0.39104
O 1.84640 -2.46112 -1.42538
H -1.21245 0.34589 -0.92175
C 2.02773 -1.36147 -0.64654
C -1.88537 -3.40288 0.84303
H 0.67215 2.79247 -0.33195
H -0.58250 -4.36615 -0.58433
H 0.19757 3.35622 1.29432
H -2.04367 -4.26928 1.48787
H 5.78531 2.27001 1.35347
C -1.54342 -3.85881 -0.57068
C 3.31333 0.38225 0.40091
H 3.40325 -2.28003 -2.78533
H -2.30447 -4.54003 -0.94467
H 3.72419 -3.34355 -1.38655
H -3.58581 1.85724 0.27540
C -1.08437 4.03666 -0.30080
C 3.24218 -0.73195 -0.43731
C -0.30987 0.81232 1.41746
H -0.53726 4.96566 -0.47267
H 4.43875 1.79740 2.41845
*
```

Output
* gap between HOMO and LUMO: 0.33332 Ha
* structure (SMILES): CCCOC(=O)C[C@H]1C(=O)NCCN1Cc1cc(OC)cc(OC)c1

Which one is most stable, and which one is least stable? *1* is the most stable of them, while *2* is the least stable.

*1*
A single C7H10N2O2S molecule, computed with ωB97M-V with the def2-TZVPD basis set.

```
! RIJCOSX wB97M-V def2-TZVPD def2/J DEFGRID3
* xyz 0 1
C 1.30767 1.08886 -0.90251
H -0.43044 -0.85181 -2.20280
H -2.89432 -0.52321 2.09819
S -1.52630 0.65659 0.53419
H -3.29916 -0.77996 0.26897
C -3.09644 -0.00980 1.09625
C 3.44036 0.76700 -0.02808
H 0.56695 1.74176 -1.41832
H -1.47789 -2.04655 -1.23113
C 1.75418 -0.88397 0.56759
H 4.42209 1.23228 -0.06369
H -2.25282 -0.56935 -1.78796
C 3.08996 -0.38686 0.68546
N 2.54817 1.52475 -0.78295
O -1.72324 1.78546 -0.34984
C -1.31066 -1.03584 -1.43806
C 0.95906 -0.08847 -0.19340
H 3.87721 -0.88848 1.31976
H 1.30612 -1.83960 1.03744
N -0.69885 -0.57774 -0.21695
O -0.82136 0.88831 1.78033
H -3.74028 0.79664 1.22751
*
```

Output
* gap between HOMO and LUMO: 0.37704 Ha
* structure (SMILES): CN(c1cccnc1)S(C)(=O)=O

*2*
A 2-piece molecular cluster, C7H10N2O2S overall, computed with ωB97M-V with the def2-TZVPD basis set.

```
! RIJCOSX wB97M-V def2-TZVPD def2/J DEFGRID3
* xyz 0 1
H 0.59035 2.19871 -2.99683
C 1.12571 1.65366 -2.24208
H -1.02311 -1.90532 1.73852
C 0.97989 1.81472 0.30737
H 0.40464 -1.01060 2.40602
H -0.52360 -2.11988 3.48995
S 1.09301 -1.91042 -0.47960
H -2.60751 0.09609 -0.92486
C -0.92486 1.15564 -0.58467
H 1.94112 2.40952 -1.86630
H -1.41184 0.36337 -2.51275
C 0.45148 1.51637 -0.89805
N 0.98634 -2.86869 0.66695
O 0.09788 1.60087 1.22109
C 0.65934 -3.09074 1.97751
O 0.89649 -4.05730 2.62008
H 1.44308 0.65250 -2.67602
H -2.77537 1.55817 -1.61091
N -1.10324 1.23781 0.70196
C -2.03938 0.74037 -1.56271
C -0.21768 -1.92784 2.53140
H 1.95726 1.89300 0.69392
*
```

Output
* gap between HOMO and LUMO (alpha / beta): 0.25183 / 0.26579 Ha
* structure (SMILES): CC(=O)N=S.Cc1conc1C

*3*
A single C7H10N2O2S molecule, computed with ωB97M-V with the def2-TZVPD basis set.

```
! RIJCOSX wB97M-V def2-TZVPD def2/J DEFGRID3
* xyz 0 1
H 0.02122 -1.28032 2.06183
C 0.54458 0.35518 -1.96329
H 2.17663 0.97871 0.19682
C -1.38983 1.85377 -1.18628
H 1.08892 1.34572 -1.80904
C 0.75877 -0.61175 2.50554
H 0.70920 -0.70677 3.60325
H 0.82738 -0.04994 -2.88847
O 2.57505 -2.07292 1.70019
C 1.93637 -0.03214 0.45807
N -1.94841 -0.25686 -1.71058
H 0.32938 0.42438 2.26768
N -3.08894 0.40901 -1.23279
O -3.59196 2.61430 -0.95253
C -2.76938 1.74784 -1.16765
H -1.62747 -1.17552 -1.39469
H -3.95860 0.16022 -1.67503
C 2.15567 -0.69474 1.85029
H 3.00569 -0.11279 2.25327
H 1.87047 -2.62168 1.46512
C -0.88751 0.66572 -1.57788
S 1.26276 -0.93942 -0.80383
*
```

Output
* gap between HOMO and LUMO (alpha / beta): 0.33792 / 0.21149 Ha

Which one is most stable, and which one is least stable? *1* is the most stable of them, while *3* is the least stable.

*1*
A single C2H5NOS molecule, computed with ωB97M-V with the def2-TZVPD basis set.

```
! RIJCOSX wB97M-V def2-TZVPD def2/J DEFGRID3
* xyz 0 1
H 1.48634 1.48500 0.56585
C -1.53771 -0.28323 0.21767
C 1.65840 0.56973 0.06458
N 0.64049 0.02768 -0.55982
O -0.68255 0.52737 -0.43350
S 3.25402 -0.09474 -0.07595
H 0.47003 -0.94113 -0.76219
H -1.62223 -1.18103 -0.43078
H -1.21330 -0.51313 1.26441
H -2.45349 0.40347 0.14973
*
```

Output
* gap between HOMO and LUMO: 0.32933 Ha
* structure (SMILES): CONC=S

*2*
A single C2H5NOS molecule, computed with ωB97M-V with the def2-TZVPD basis set.

```
! RIJCOSX wB97M-V def2-TZVPD def2/J DEFGRID3
* xyz 0 1
H 1.18762 -1.43153 0.43286
C 0.92969 0.82300 0.07404
C 0.53844 -0.63130 0.08734
H 1.89982 0.79802 0.41310
H 0.26943 1.44121 0.70089
H 1.09495 1.26831 -1.02662
H -0.90586 -1.97298 -0.20979
N -0.70064 -1.04013 0.02272
O -2.11267 1.09549 -0.19477
S -2.20078 -0.35010 -0.29978
*
```

Output
* gap between HOMO and LUMO (alpha / beta): 0.27767 / 0.26274 Ha

*3*
A 2-piece molecular cluster, C2H5NOS overall, computed with ωB97M-V with the def2-TZVPD basis set.

```
! RIJCOSX wB97M-V def2-TZVPD def2/J DEFGRID3
* xyz 0 1
S 1.03254 2.40142 -1.79482
H -1.21905 -2.36103 -0.19398
O 1.04578 3.75069 -1.26011
H 0.48557 -1.07562 1.81312
H -0.76988 -3.06408 1.42715
H 0.26760 0.40460 -0.99762
C 0.13830 1.41842 -0.78852
N -0.03488 -1.19259 0.96527
C -0.76461 -2.17184 0.74969
H -0.18138 1.89004 0.07981
*
```

Output
* gap between HOMO and LUMO: 0.34371 Ha

Which one is most stable, and which one is least stable? *2* is the most stable of them, while *1* is the least stable.

*1*
A 2-piece molecular cluster, C2H5NOS overall, computed with ωB97M-V with the def2-TZVPD basis set.

```
! RIJCOSX wB97M-V def2-TZVPD def2/J DEFGRID3
* xyz 0 1
H 0.91710 0.71527 -1.00157
C 0.34898 -1.19493 -0.26268
N -0.85025 0.82257 -0.16274
O -0.95781 2.08630 0.40902
H -0.30269 -1.57192 0.50403
H 1.34873 -1.67614 -0.42224
H 1.14179 0.98027 1.00274
S -1.84119 0.90394 1.18445
H -0.22394 -1.36520 -1.09639
C 0.41929 0.29985 -0.15462
*
```

Output
* gap between HOMO and LUMO: 0.32760 Ha

*2*
C2H5NOS as an isolated structure, computed with ωB97M-V with the def2-TZVPD basis set.

```
! RIJCOSX wB97M-V def2-TZVPD def2/J DEFGRID3
* xyz 0 1
H -0.55131 1.42607 -1.14583
H -1.99102 -0.33746 0.91601
H -1.43408 -1.32739 -0.44482
O 2.54996 -0.89513 -0.91147
H -1.37675 1.67537 0.46763
S 1.50428 -0.21697 0.88717
C -0.82423 0.99792 -0.08183
H 3.38218 -0.95717 -0.43500
N -0.01680 0.08013 0.57935
C -1.24222 -0.44538 0.16880
*
```

Output
* gap between HOMO and LUMO: 0.31824 Ha

*3*
A single C2H5NOS molecule, computed with ωB97M-V with the def2-TZVPD basis set.

```
! RIJCOSX wB97M-V def2-TZVPD def2/J DEFGRID3
* xyz 0 1
H -1.04747 -2.49683 0.00683
S 0.17429 1.06857 0.17138
H 0.61113 -2.11689 0.53188
C -0.26146 -1.69630 0.18585
N 1.11944 1.47085 -0.97924
H 2.09059 1.58547 -0.88469
O 0.61009 1.14328 1.57267
H -0.95715 1.92937 0.07563
C -0.69742 -0.45981 -0.10205
H -1.64204 -0.42771 -0.57825
*
```

Output
* gap between HOMO and LUMO: 0.36872 Ha
* structure (SMILES): C=C[S@H](=N)=O

Which one is most stable, and which one is least stable? *3* is the most stable of them, while *1* is the least stable.